# 1
{
  "formula": "C27H38AsN7O2ReS",
  "method": "ωB97M-V/def2-TZVPD",
  "multiplicity": 2,
  "charge": 4,
  "e_homo_ev": [-17.970, -17.993],
  "orbital_gap_ev": [4.43, 5.06],
  "fmax_ev_per_a": 3.0,
  "species": ["Re", "C", "C", "N", "N", "C", "O", "C", "C", "C", "C", "C", "C", "C", "C", "C", "C", "C", "N", "H", "H", "H", "H", "H", "H", "H", "H", "H", "H", "H", "H", "N", "C", "O", "C", "C", "C", "N", "C", "C", "H", "H", "H", "H", "H", "H", "C", "As", "C", "C", "S", "H", "H", "H", "H", "H", "H", "H", "H", "H", "N", "C", "C", "N", "C", "C", "H", "H", "H", "H", "H", "H", "H", "H", "H", "H", "H"],
  "positions_angstrom": [[-0.289, 0.090, -0.365], [-2.766, -3.351, 0.575], [-2.213, -2.055, 0.118], [-0.923, -1.768, 0.184], [-0.066, -2.623, 0.733], [1.144, -2.084, 0.880], [1.378, -0.870, 0.449], [2.167, -2.846, 1.572], [3.383, -2.233, 1.905], [4.344, -2.942, 2.598], [4.103, -4.262, 2.972], [2.897, -4.877, 2.643], [1.933, -4.180, 1.945], [-3.016, -0.989, -0.439], [-4.399, -1.082, -0.573], [-5.107, -0.035, -1.135], [-4.411, 1.091, -1.567], [-3.041, 1.137, -1.401], [-2.345, 0.137, -0.839], [-1.963, -4.051, 0.779], [-3.441, -3.780, -0.169], [-3.346, -3.221, 1.494], [3.563, -1.203, 1.626], [5.284, -2.472, 2.852], [4.852, -4.807, 3.530], [2.711, -5.900, 2.941], [0.999, -4.653, 1.681], [-4.905, -1.973, -0.227], [-6.183, -0.097, -1.237], [-4.929, 1.924, -2.023], [-2.478, 1.999, -1.736], [-0.771, 3.668, 6.042], [-0.232, 3.485, 4.848], [0.704, 4.089, 4.349], [-0.731, 2.428, 3.881], [-0.199, 1.142, 3.868], [-0.278, 0.393, 2.711], [-0.848, 0.858, 1.584], [-1.491, 2.046, 1.648], [-1.462, 2.845, 2.764], [-0.382, 4.383, 6.643], [-1.568, 3.155, 6.382], [0.319, 0.737, 4.728], [0.154, -0.598, 2.684], [-2.033, 2.362, 0.763], [-1.957, 3.807, 2.752], [-1.466, -0.974, -5.269], [-0.273, -1.765, -3.974], [1.244, -2.461, -4.928], [-1.111, -3.217, -3.019], [0.467, -0.186, -2.640], [-1.861, -1.783, -5.887], [-0.891, -0.297, -5.898], [-2.286, -0.438, -4.797], [0.860, -3.019, -5.784], [1.815, -3.130, -4.287], [1.880, -1.654, -5.287], [-1.323, -3.997, -3.752], [-2.043, -2.890, -2.562], [-0.426, -3.599, -2.264], [2.886, 4.189, -1.238], [3.020, 3.350, -0.002], [2.273, 2.031, -0.186], [0.832, 2.232, -0.501], [0.719, 3.066, -1.725], [1.443, 4.405, -1.575], [3.369, 3.737, -2.019], [3.352, 5.092, -1.105], [2.614, 3.921, 0.834], [4.073, 3.165, 0.204], [2.370, 1.448, 0.729], [2.712, 1.445, -0.997], [0.421, 2.759, 0.271], [-0.327, 3.274, -1.943], [1.124, 2.491, -2.559], [1.005, 4.991, -0.766], [1.365, 4.986, -2.493]],
  "atomic_forces_ev_per_a": [[2.1, -1.1, -0.9], [0.0, -0.1, 0.0], [0.5, -0.1, 0.2], [-0.7, 0.8, -0.4], [0.7, -0.2, 0.3], [-0.6, -1.6, 0.3], [-1.9, 2.2, -0.7], [0.1, 0.2, -0.1], [0.0, 0.0, 0.0], [0.1, 0.0, 0.0], [-0.1, 0.1, 0.0], [0.0, 0.0, 0.0], [-0.1, 0.1, 0.0], [-0.2, 0.1, -0.1], [0.1, 0.0, 0.0], [0.1, -0.1, 0.1], [0.1, 0.0, 0.0], [-0.2, 0.3, -0.1], [0.6, -0.3, 0.4], [0.0, 0.0, 0.0], [0.0, 0.0, 0.0], [0.0, 0.0, 0.0], [0.0, 0.0, 0.0], [0.0, 0.0, 0.0], [0.0, 0.0, 0.0], [0.0, 0.0, 0.0], [0.0, 0.0, 0.0], [0.0, 0.0, 0.0], [0.0, 0.0, 0.0], [0.0, 0.0, 0.0], [0.0, 0.0, 0.0], [-0.1, 0.1, 0.2], [0.2, -0.1, -0.4], [-0.1, 0.0, 0.2], [0.1, 0.0, -0.1], [-0.2, 0.1, 0.1], [0.0, -0.2, 0.1], [-0.1, 0.1, -0.2], [-0.1, 0.1, 0.1], [-0.1, 0.0, 0.0], [0.0, 0.0, 0.0], [0.0, -0.1, -0.1], [0.0, 0.0, 0.0], [0.0, 0.0, -0.1], [0.1, 0.0, 0.0], [0.0, 0.0, 0.0], [0.1, -0.1, 0.1], [-0.4, -0.5, -0.4], [0.1, 0.0, 0.1], [0.0, 0.2, -0.1], [-0.4, 0.5, 1.4], [0.0, 0.0, 0.0], [0.0, 0.0, 0.0], [0.0, 0.0, 0.1], [-0.1, 0.0, 0.0], [0.0, 0.0, 0.1], [-0.1, 0.1, 0.0], [0.0, 0.0, 0.0], [0.0, 0.0, -0.1], [0.0, 0.0, 0.0], [0.1, 0.1, 0.0], [-0.1, -0.3, 0.2], [0.2, 0.1, 0.0], [-0.3, -0.7, 0.0], [0.2, 0.1, 0.0], [-0.4, -0.1, -0.1], [0.0, 0.0, 0.0], [0.0, 0.0, 0.0], [0.0, 0.1, -0.1], [0.0, 0.1, -0.1], [0.0, 0.0, 0.0], [0.0, 0.0, 0.0], [0.0, -0.1, 0.1], [0.0, 0.0, 0.0], [0.0, 0.0, 0.0], [0.1, 0.1, 0.0], [0.1, 0.0, 0.0]]
}

---

# 2
{
  "formula": "C23H51AlBrNO2",
  "method": "ωB97M-V/def2-TZVPD",
  "multiplicity": 1,
  "charge": 0,
  "e_homo_ev": -6.598,
  "orbital_gap_ev": 4.85,
  "fmax_ev_per_a": 5.5,
  "species": ["C", "C", "C", "C", "C", "C", "C", "C", "C", "C", "Al", "C", "C", "C", "C", "C", "C", "O", "C", "C", "C", "C", "Br", "H", "H", "H", "H", "H", "H", "H", "H", "H", "H", "H", "H", "H", "H", "H", "H", "H", "H", "H", "H", "H", "H", "H", "H", "H", "H", "H", "H", "H", "H", "H", "H", "H", "H", "H", "H", "H", "H", "H", "H", "H", "H", "H", "C", "C", "O", "N", "C", "H", "H", "H", "H", "H", "H", "H", "H"],
  "positions_angstrom": [[-2.037, 1.850, -4.949], [-2.480, 0.672, -6.045], [-3.092, -0.649, -5.265], [-1.881, -1.468, -4.517], [-2.454, -2.531, -3.377], [-2.670, -1.716, -1.936], [-2.639, -2.860, -0.744], [-1.197, -2.748, 0.045], [-1.503, -2.060, 1.532], [-0.072, -1.527, 2.148], [-0.027, 0.483, 2.585], [1.435, 1.453, 1.444], [0.730, 2.342, 0.216], [1.424, 2.029, -1.248], [2.619, 3.068, -1.673], [2.119, 4.437, -2.424], [1.300, 4.183, -3.836], [0.809, 5.506, -4.312], [0.715, 5.548, -5.780], [0.332, 0.817, 4.591], [-0.711, 1.900, 5.259], [-0.402, 1.869, 6.901], [-0.183, 3.765, 4.661], [-2.433, 1.457, -3.901], [-0.847, 1.890, -4.906], [-2.451, 2.907, -5.240], [-1.531, 0.394, -6.712], [-3.299, 1.163, -6.756], [-3.673, -1.281, -6.067], [-3.870, -0.230, -4.479], [-1.147, -0.679, -4.003], [-1.331, -2.117, -5.330], [-1.645, -3.384, -3.290], [-3.483, -3.022, -3.680], [-1.807, -0.905, -1.816], [-3.741, -1.202, -1.901], [-2.770, -3.968, -1.168], [-3.491, -2.709, 0.056], [-0.417, -2.089, -0.532], [-0.727, -3.800, 0.249], [-2.302, -1.214, 1.369], [-1.984, -2.891, 2.215], [0.809, -1.731, 1.369], [0.118, -2.109, 3.153], [-1.451, 1.084, 2.128], [2.007, 2.203, 2.169], [2.236, 0.688, 1.047], [-0.380, 1.910, 0.139], [0.744, 3.470, 0.529], [1.941, 0.959, -1.135], [0.582, 1.889, -2.053], [3.238, 3.309, -0.684], [3.333, 2.491, -2.429], [1.530, 5.188, -1.714], [3.110, 5.025, -2.735], [0.446, 3.404, -3.654], [2.078, 3.714, -4.600], [1.644, 5.100, -6.341], [0.626, 6.681, -6.144], [-0.275, 5.024, -6.173], [0.264, -0.221, 5.130], [1.423, 1.241, 4.786], [-1.839, 1.653, 5.055], [-0.077, 0.755, 7.180], [-1.326, 2.229, 7.523], [0.546, 2.535, 7.113], [2.009, -5.007, 3.310], [2.210, -3.803, 4.177], [2.090, -2.649, 3.818], [2.496, -3.870, 5.558], [2.923, -5.126, 6.170], [2.071, -4.708, 2.259], [2.785, -5.752, 3.496], [1.024, -5.435, 3.506], [1.649, -3.486, 5.995], [3.147, -3.085, 5.695], [2.133, -5.870, 6.045], [3.093, -4.935, 7.233], [3.854, -5.448, 5.696]],
  "atomic_forces_ev_per_a": [[0.6, -1.2, -0.1], [-0.1, 0.7, 0.0], [0.4, 1.0, -0.3], [-1.0, -0.5, -0.2], [0.4, 1.2, 0.0], [-0.6, -1.4, -0.3], [0.8, -0.1, 0.2], [-1.0, 0.0, 1.1], [0.9, -0.4, -1.0], [-0.5, -1.3, 0.0], [0.8, 0.4, -0.5], [0.8, 1.2, -0.1], [0.0, -1.6, 0.1], [0.4, -0.6, 0.7], [-0.3, -0.5, -0.3], [0.8, 0.8, -0.3], [1.0, -0.3, 1.0], [0.8, -1.9, -1.6], [-0.7, 0.7, -1.0], [0.2, 0.8, 0.7], [1.2, -2.0, 2.0], [0.3, -0.2, -0.5], [-0.7, -1.2, 0.1], [0.8, 1.3, -2.1], [-2.6, 0.1, 0.0], [0.8, -2.1, 0.7], [-2.2, 0.4, 1.4], [1.7, -1.3, 1.4], [1.2, 0.9, 1.8], [1.5, -1.0, -1.5], [-1.5, -1.9, -1.2], [-0.8, 1.5, 1.5], [-1.7, 1.7, 0.2], [2.1, 1.0, 0.4], [-2.0, -1.8, -0.1], [2.4, -0.9, -0.3], [0.2, 2.5, 0.6], [1.7, -0.2, -1.7], [-1.6, -1.3, 1.0], [-0.8, 1.9, -0.5], [1.6, -1.5, 0.4], [0.8, 1.6, -1.3], [-1.8, 0.0, 1.7], [-0.3, 0.9, -2.0], [-0.2, 0.0, 0.1], [-0.9, -1.5, -1.5], [-1.3, 1.5, 0.5], [2.2, 1.4, 0.1], [-0.2, -2.1, -0.9], [-1.2, 2.2, -0.3], [1.7, 0.5, 1.3], [-1.3, -0.4, -2.2], [-1.4, 1.3, 1.6], [1.0, -1.9, -1.5], [-2.1, -1.1, 0.7], [1.3, 1.7, -0.5], [-1.7, 1.0, 1.4], [-1.7, 0.7, 1.3], [0.2, -2.4, 1.2], [2.1, 0.8, 0.9], [-0.1, 1.8, -0.5], [-2.1, -0.9, -0.3], [2.3, 0.9, 0.1], [-1.0, 2.4, -0.5], [1.8, -0.6, -1.0], [-2.0, -1.2, -0.4], [0.5, 0.0, 0.3], [-1.1, 2.8, -4.5], [0.7, -1.9, 0.2], [0.1, 0.5, 2.7], [0.3, -0.6, 0.6], [-0.2, 0.2, 0.3], [-0.2, -0.1, 0.0], [0.0, -0.1, 0.0], [-0.1, -0.2, 0.3], [0.2, -0.3, 0.1], [0.2, 0.1, 0.0], [0.0, -0.2, -0.2], [-0.2, 0.0, 0.1]]
}

---

# 3
{
  "formula": "HO3P2S2",
  "method": "ωB97M-V/def2-TZVPD",
  "multiplicity": 1,
  "charge": -1,
  "e_homo_ev": -4.828,
  "orbital_gap_ev": 7.26,
  "fmax_ev_per_a": 3.2,
  "species": ["O", "O", "O", "P", "P", "S", "S", "H"],
  "positions_angstrom": [[2.465, 0.945, 0.120], [-2.293, 0.979, -0.810], [0.651, -2.097, -1.090], [0.104, -0.783, -1.337], [-1.653, -0.090, -0.039], [-2.264, -0.673, 1.707], [0.656, 0.180, 0.600], [2.334, 1.539, 0.849]],
  "atomic_forces_ev_per_a": [[-2.6, -1.5, 0.2], [-0.6, 0.7, -0.4], [0.7, -3.0, -0.6], [0.0, 2.0, 1.0], [-0.5, -0.2, 0.7], [0.0, -0.2, -0.3], [2.4, 1.3, -1.1], [0.5, 0.9, 0.5]]
}

---

# 4
{
  "formula": "C12H9Br2F3N2V",
  "method": "ωB97M-V/def2-TZVPD",
  "multiplicity": 1,
  "charge": 3,
  "e_homo_ev": -19.077,
  "orbital_gap_ev": 4.07,
  "fmax_ev_per_a": 1.5,
  "species": ["F", "C", "F", "Br", "C", "F", "Br", "C", "C", "C", "C", "C", "C", "N", "C", "C", "N", "C", "C", "H", "H", "H", "H", "H", "H", "H", "H", "H", "V"],
  "positions_angstrom": [[-3.795, -1.804, -1.184], [-2.875, -2.146, -2.058], [-3.142, -3.310, -2.575], [-2.851, -0.830, -3.554], [-1.442, -2.185, -1.395], [-0.795, -3.197, -1.969], [-0.498, -0.521, -1.901], [-1.377, -2.361, 0.102], [-1.577, -1.034, 0.841], [-0.292, -0.287, 0.877], [0.871, -0.808, 1.497], [2.051, -0.097, 1.499], [2.168, 1.202, 0.884], [3.321, 1.842, 0.948], [3.338, 3.038, 0.340], [2.237, 3.616, -0.305], [1.029, 3.006, -0.354], [1.005, 1.754, 0.256], [-0.204, 1.017, 0.256], [-2.127, -3.094, 0.398], [-0.415, -2.810, 0.330], [-2.380, -0.443, 0.414], [-1.880, -1.262, 1.869], [0.825, -1.783, 1.961], [2.931, -0.512, 1.973], [4.278, 3.572, 0.330], [2.346, 4.564, -0.811], [-1.076, 1.438, -0.226], [0.324, 3.435, 1.555]],
  "atomic_forces_ev_per_a": [[-0.2, 0.2, 0.4], [0.4, 0.7, -0.9], [-0.1, -0.4, 0.2], [-0.2, -0.4, 0.0], [-0.3, -1.3, 0.1], [0.3, 0.3, -0.2], [0.3, 0.6, 0.0], [-0.4, 0.2, 0.2], [0.0, -0.2, 0.6], [0.2, 0.1, -0.4], [0.5, 0.5, -0.1], [-0.6, -0.7, 0.2], [0.1, -0.3, -0.2], [-0.4, 0.0, -0.2], [0.3, 0.1, 0.0], [-0.2, 0.2, 0.3], [-0.3, -0.3, 1.4], [0.0, -0.4, -0.3], [0.2, 0.3, -0.1], [-0.2, 0.0, -0.1], [0.1, -0.1, 0.0], [-0.1, 0.1, -0.1], [0.1, 0.0, 0.1], [0.1, -0.1, 0.1], [0.2, 0.1, 0.0], [0.1, 0.0, 0.1], [-0.1, 0.2, -0.1], [-0.1, 0.2, 0.1], [0.2, 0.6, -1.0]]
}

---

# 5
{
  "formula": "C8H14OS",
  "method": "ωB97M-V/def2-TZVPD",
  "multiplicity": 3,
  "charge": 0,
  "e_homo_ev": [-6.991, -9.061],
  "orbital_gap_ev": [7.72, 7.82],
  "fmax_ev_per_a": 4.5,
  "species": ["C", "C", "C", "C", "C", "C", "C", "C", "O", "S", "H", "H", "H", "H", "H", "H", "H", "H", "H", "H", "H", "H", "H", "H"],
  "positions_angstrom": [[-0.350, -0.165, 0.615], [0.622, 0.031, -1.142], [1.026, -0.404, 0.261], [-0.848, 0.390, -0.665], [1.408, -2.010, 0.486], [2.106, 0.452, 1.045], [-0.852, 1.895, -0.410], [-2.087, -0.159, -1.202], [-2.684, -0.420, 2.364], [-1.227, -0.628, 2.426], [1.084, 0.938, -1.701], [0.730, -0.792, -1.884], [2.448, -2.139, 0.203], [0.736, -2.562, -0.166], [1.165, -2.242, 1.467], [3.027, 0.190, 0.486], [2.214, 0.219, 2.129], [1.697, 1.464, 1.005], [-0.841, 2.444, -1.262], [-0.144, 2.271, 0.266], [-1.950, 2.059, -0.143], [-2.821, -0.485, -0.449], [-1.767, -0.940, -1.893], [-2.693, 0.591, -1.833]],
  "atomic_forces_ev_per_a": [[-2.2, -1.3, 2.9], [0.3, 0.7, -3.0], [1.9, -1.9, 2.4], [2.5, 1.3, 1.9], [-0.6, 3.0, -2.8], [-0.9, -1.1, -0.7], [-4.2, -1.2, 0.8], [-2.1, 0.5, -2.3], [-0.9, 0.2, -0.4], [2.1, 0.4, -1.7], [-0.3, -1.3, 1.4], [-0.4, 0.3, 0.5], [0.1, -0.3, 0.2], [0.2, -0.3, -0.1], [0.0, -0.5, 2.0], [-0.1, 1.1, 0.6], [-0.2, -0.3, -0.8], [1.0, 0.2, -0.3], [0.6, 1.6, -3.1], [0.7, 0.3, 1.1], [1.5, 0.3, 0.8], [0.6, -0.2, -0.1], [-0.7, -0.5, 0.1], [1.1, -0.9, 0.7]]
}

---

# 6
{
  "formula": "C4H15NO2S",
  "method": "ωB97M-V/def2-TZVPD",
  "multiplicity": 2,
  "charge": -1,
  "e_homo_ev": [0.907, -5.624],
  "orbital_gap_ev": [2.05, 8.53],
  "fmax_ev_per_a": 3.3,
  "species": ["C", "N", "C", "C", "S", "C", "H", "H", "H", "H", "H", "H", "H", "H", "H", "H", "H", "H", "H", "O", "H", "H", "O"],
  "positions_angstrom": [[-0.948, -1.770, -0.133], [0.352, -1.201, -0.533], [0.402, 0.348, -0.778], [1.311, 0.621, -1.942], [1.658, 2.386, -2.153], [-1.697, -0.873, 0.777], [-0.552, -2.770, 0.121], [-1.627, -2.072, -0.962], [0.911, -1.727, -1.180], [-0.561, 0.840, -0.802], [0.935, 0.606, 0.135], [0.862, 0.307, -2.892], [2.249, 0.062, -1.858], [0.512, 2.829, -2.719], [-1.044, -0.434, 1.539], [-2.607, -1.375, 1.131], [-2.084, 0.013, 0.266], [1.956, -0.919, 0.951], [2.692, 0.198, 1.819], [2.785, -0.437, 1.102], [-2.629, 1.782, 2.523], [-1.142, 1.454, 2.990], [-1.734, 2.133, 2.598]],
  "atomic_forces_ev_per_a": [[1.4, -1.6, -2.2], [-0.8, 2.8, 0.0], [1.3, -2.8, 1.1], [-0.9, 0.0, -1.0], [0.6, 0.5, 0.1], [-0.4, 0.3, 0.6], [-1.0, 0.1, 1.4], [0.3, 0.6, -0.2], [-0.3, -0.1, -0.4], [-0.1, -0.2, -0.3], [-0.3, 1.1, -0.1], [0.0, -0.2, 0.2], [0.0, 0.5, 0.2], [0.1, -0.5, 0.2], [-0.3, -0.5, 0.4], [0.4, 0.1, 0.5], [0.0, -0.1, -0.3], [-0.2, 0.3, 0.3], [-0.5, -0.2, 0.0], [0.7, -0.2, -0.3], [0.0, -0.5, 0.2], [-0.5, 0.0, -0.1], [0.6, 0.5, 0.0]]
}

---

# 7
{
  "formula": "C10H11ClF5PdV",
  "method": "ωB97M-V/def2-TZVPD",
  "multiplicity": 5,
  "charge": -2,
  "e_homo_ev": [0.982, -0.949],
  "orbital_gap_ev": [4.21, 6.11],
  "fmax_ev_per_a": 3.4,
  "species": ["V", "Cl", "C", "C", "H", "H", "H", "H", "H", "H", "Pd", "C", "C", "H", "H", "H", "H", "H", "F", "C", "C", "C", "F", "C", "F", "C", "F", "C", "F"],
  "positions_angstrom": [[0.175, -0.313, -2.598], [1.359, -2.141, -2.630], [1.357, 1.137, -3.132], [-1.124, -0.478, -4.039], [1.225, 1.392, -4.193], [1.174, 2.022, -2.506], [2.392, 0.789, -2.978], [-0.818, 0.095, -4.928], [-2.101, -0.119, -3.685], [-1.204, -1.542, -4.306], [-1.376, 0.297, 0.773], [-3.003, -0.805, 0.614], [-1.000, 0.781, -1.169], [-3.674, -0.219, -0.032], [-2.729, -1.777, 0.172], [-3.379, -0.906, 1.645], [-2.074, 0.876, -1.468], [-0.613, 1.820, -1.019], [-0.130, -2.248, 2.109], [0.520, -1.145, 2.577], [0.150, 0.120, 2.156], [0.846, 1.217, 2.637], [0.521, 2.479, 2.246], [1.901, 1.054, 3.552], [2.572, 2.122, 4.022], [2.260, -0.222, 3.970], [3.260, -0.389, 4.859], [1.578, -1.330, 3.475], [1.936, -2.567, 3.875]],
  "atomic_forces_ev_per_a": [[-1.5, 0.9, 2.9], [1.2, -1.9, 0.1], [1.5, 1.5, -0.6], [-1.4, -0.3, -1.6], [0.2, 0.2, 0.0], [0.1, 0.0, -0.2], [0.0, 0.2, -0.1], [-0.2, -0.1, -0.1], [0.1, 0.0, -0.2], [-0.2, 0.1, -0.2], [1.2, 1.1, 0.2], [-1.3, -1.2, 0.6], [0.6, 0.5, -1.2], [-0.1, -0.3, 0.2], [-0.3, 0.3, 0.1], [-0.4, -0.2, -0.4], [0.3, 0.0, 0.1], [-0.2, -0.3, -0.2], [0.4, 0.3, 0.4], [0.8, 0.5, 0.4], [-0.3, 0.0, -0.1], [0.6, -1.1, 0.7], [0.2, -0.2, 0.2], [-0.8, 0.0, -0.8], [0.3, 0.2, 0.3], [-0.4, 0.0, -0.3], [0.2, 0.0, 0.1], [-0.8, 0.1, -0.6], [0.2, -0.1, 0.2]]
}